1.
The following is a DFT calculation (ωB97M-V/def2-TZVPD) of a structure of composition C10H10ClN2O2RuSSbSe4 at a distorted geometry.

The gap between HOMO and LUMO (spin up / spin down) is 6.33 / 6.17 eV. The value obtained for the HOMO energy (spin up / spin down) is -4.5 / -4.5 eV. Its spin multiplicity is 2. The expectation value of S² is 0.76. The charge is -1. Its total energy is -311474.980 eV. The calculation puts the relative energy (zero: lowest compared OMol25 entry of this formula, charge and spin) at 11.52 kcal per mole.

Each line ends with the natural charge from an NBO analysis.
Geometry (Å):
1 Ru 0.2898 -1.0865 1.0015  0.48
2 Se 4.3793 -1.5790 4.3907  -0.71
3 Sb 2.5500 -0.2358 3.6415  1.03
4 Se 0.3581 -1.5411 3.3242  -0.36
5 Se 2.4508 -0.0448 1.0925  -0.50
6 Se 1.9792 1.8176 4.7818  -0.79
7 Cl -3.1552 -3.0898 -5.2806  -0.04
8 C -2.1088 -2.5295 -3.9994  -0.10
9 C -0.9644 -1.7797 -4.3220  -0.18
10 C -0.1303 -1.3336 -3.3380  -0.28
11 C -0.3783 -1.5942 -1.9548  0.43
12 O 0.4559 -1.1510 -1.0936  -0.70
13 C -1.5489 -2.3566 -1.6581  -0.26
14 C -1.9301 -2.7350 -0.3262  0.43
15 O -1.4150 -2.4066 0.7406  -0.57
16 C -2.3862 -2.8165 -2.6972  -0.18
17 H -0.7504 -1.5645 -5.3612  0.22
18 H 0.7591 -0.7649 -3.5756  0.22
19 H -2.7972 -3.4121 -0.2664  0.13
20 H -3.2619 -3.4029 -2.4448  0.22
21 S -1.2992 0.5359 0.9869  -0.01
22 C -0.2689 1.8992 1.3070  0.40
23 N 0.2274 2.2661 2.4641  -0.59
24 C 1.1714 3.3744 2.3200  -0.25
25 C 1.2246 3.5732 0.7928  -0.23
26 N 0.1146 2.7340 0.3327  -0.58
27 H 0.2367 1.6573 3.2808  0.47
28 H 2.1264 3.0883 2.7559  0.27
29 H 0.7928 4.2538 2.8416  0.20
30 H 2.1638 3.2071 0.3754  0.22
31 H 1.0757 4.6118 0.5035  0.20
32 H 0.0393 2.4054 -0.6158  0.42

---

2.
The following is a DFT calculation (ωB97M-V/def2-TZVPD) of a cluster of 13 separate species, C4H32N2O14 in total at a distorted geometry.

The gap between HOMO and LUMO (spin up / spin down) is 10.41 / 5.15 eV. The value obtained for the HOMO energy (spin up / spin down) is -14.0 / -14.0 eV. Its spin multiplicity is 2. The expectation value of S² is 0.75. The charge is +1. Its total energy is -36301.091 eV. The calculation puts the relative energy (zero: lowest compared OMol25 entry of this formula, charge and spin) at 82.69 kcal per mole.

Each line ends with the natural charge from an NBO analysis.
Geometry (Å):
1 O 0.6356 -1.5825 2.5692  -0.60
2 C 1.5863 -1.1865 1.7964  0.63
3 N 2.8968 -1.4400 2.1811  -0.63
4 C 3.8859 -1.2262 1.1713  0.50
5 O 4.6935 -2.0850 1.0529  -0.47
6 C 1.3243 -0.3129 0.6265  -0.25
7 C -0.1327 0.2406 0.7563  -0.62
8 N 1.5823 -1.1248 -0.5934  -0.26
9 H 3.1087 -2.2825 2.9730  0.48
10 H 3.8478 -0.2521 0.6402  0.16
11 H 2.0096 0.6616 0.6173  0.32
12 H -0.0168 1.1191 1.4578  0.22
13 H -0.3557 0.6496 -0.3107  0.25
14 H -0.8850 -0.5419 0.9634  0.30
15 H 0.9720 -1.9599 -0.7103  0.42
16 H 1.5156 -0.6227 -1.4324  0.43
17 H -1.2092 -3.4670 -2.0586  0.51
18 H 0.2596 -3.3806 -2.1300  0.47
19 O -0.4504 -3.4866 -1.5004  -0.97
20 H 0.9371 2.3487 1.4279  0.44
21 H 0.6790 3.3357 0.3840  0.51
22 O 1.3982 2.8478 0.7851  -0.96
23 H -3.6154 -2.4693 -2.8064  0.50
24 H -2.6666 -1.9486 -3.9185  0.50
25 O -2.7164 -2.1360 -2.9671  -0.99
26 H 2.4391 2.3004 -0.6708  0.50
27 H 3.8972 2.7516 -1.0500  0.50
28 O 3.2260 2.1261 -1.1427  -0.99
29 H -1.6211 3.7330 0.7999  0.52
30 H -1.0027 2.9053 -0.4616  0.48
31 O -0.8942 3.6601 0.1043  -0.99
32 H 2.6424 1.2828 -2.6676  0.50
33 H 1.1516 1.5071 -2.6456  0.48
34 O 1.8180 0.9240 -3.0087  -1.01
35 H -1.2997 -0.7630 4.2614  0.48
36 H -0.8054 -0.0556 2.9960  0.46
37 O -1.5538 -0.6189 3.3898  -0.93
38 H -0.2906 3.1120 -2.4983  0.49
39 H -1.0222 1.8696 -2.1613  0.50
40 O -0.1906 2.3173 -2.0978  -0.97
41 H -1.7877 0.1135 -2.0945  0.47
42 H -2.6259 0.4957 -1.0134  0.50
43 O -2.3801 0.8131 -1.8498  -0.93
44 H -1.8163 1.5992 1.9468  0.47
45 H -3.0824 2.3383 1.6213  0.47
46 O -2.2909 2.4896 1.9641  -0.92
47 H -2.5948 -1.5858 1.2362  0.54
48 H -2.9350 -1.6403 -0.3642  0.45
49 O -2.9451 -1.1879 0.3144  -0.98
50 H -1.0158 -3.6865 0.6006  0.48
51 H -0.8225 -3.0010 2.0659  0.50
52 O -1.4814 -3.4976 1.4508  -0.98

---

3.
The following is a DFT calculation (ωB97M-V/def2-TZVPD) of a cluster of 9 separate species, C44H72BClO30 in total.

Its SMILES is O=C(Cl)Cc1cc(O)cc2c1C(=O)C=C(B(O)O)C2=O.CCOC(=O)OC.CCOC(=O)OC.CCOC(=O)OC.CCOC(=O)OC.CCOC(=O)OC.CCOC(=O)OC.CCOC(=O)OC.CCOC(=O)OC. The gap between HOMO and LUMO is 8.55 eV. The value obtained for the HOMO energy is -10.0 eV. The charge is 0. Its total energy is -121424.525 eV. The calculation puts the relative energy (zero: lowest compared OMol25 entry of this formula, charge and spin) at 0.00 kcal per mole.

Each line ends with the Löwdin charge.
Geometry (Å):
1 O -2.8822 -4.0245 6.6316  0.08
2 C -1.8199 -4.3972 6.2834  -0.80
3 Cl -0.5627 -3.2516 5.7601  0.68
4 C -1.3775 -5.8299 6.1831  -0.12
5 C -1.3885 -6.2481 4.7250  -0.14
6 C -2.5881 -6.1176 4.0309  0.06
7 C -2.6995 -6.4554 2.6877  -0.28
8 O -3.8919 -6.2791 2.0295  0.05
9 C -1.6016 -6.9730 2.0249  0.07
10 C -0.4047 -7.1074 2.7100  -0.06
11 C -0.2635 -6.7439 4.0533  -0.03
12 C 1.0767 -6.8977 4.6719  -0.31
13 O 1.2779 -7.0394 5.8573  0.11
14 C 2.2288 -6.9013 3.7347  0.09
15 C 2.1226 -7.2452 2.4480  0.02
16 B 3.3160 -7.2926 1.4054  -0.60
17 O 4.1344 -6.2089 1.2039  0.17
18 O 3.5295 -8.4075 0.6568  0.20
19 C 0.7717 -7.6416 1.9663  -0.28
20 O 0.6237 -8.3646 1.0060  0.11
21 H -2.1175 -6.4240 6.7157  0.14
22 H -0.4172 -5.9787 6.6574  0.10
23 H -3.4532 -5.7159 4.5421  0.14
24 H -4.0400 -5.3288 1.9444  0.11
25 H -1.6522 -7.2688 0.9876  0.13
26 H 3.1851 -6.6084 4.1477  0.14
27 H 4.2258 -6.0512 0.2567  0.11
28 H 2.9783 -9.1456 0.9348  0.11
29 C -1.0258 0.3073 1.1948  -0.05
30 C -0.6239 -0.8550 2.0766  -0.20
31 O -1.5222 -1.9698 1.9243  0.04
32 C -1.3444 -2.6708 0.8116  -0.60
33 O -0.5089 -2.4668 -0.0305  0.12
34 O -2.2502 -3.6490 0.7785  0.00
35 C -2.2417 -4.4544 -0.4009  -0.03
36 H -2.0618 0.5899 1.3864  0.08
37 H -0.3864 1.1699 1.3825  0.08
38 H -0.9448 0.0468 0.1402  0.07
39 H -0.6802 -0.5807 3.1280  0.12
40 H 0.3970 -1.1771 1.8717  0.12
41 H -1.2473 -4.8525 -0.5982  0.10
42 H -2.5844 -3.8908 -1.2674  0.10
43 H -2.9257 -5.2766 -0.2095  0.08
44 C 2.8005 -1.8921 -0.7485  -0.05
45 C 1.7711 -1.5950 -1.8165  -0.21
46 O 2.3786 -1.0417 -2.9986  0.03
47 C 2.9838 -1.9022 -3.8070  -0.61
48 O 3.0605 -3.0950 -3.6724  0.13
49 O 3.4877 -1.1952 -4.8259  -0.04
50 C 4.2321 -1.9687 -5.7715  -0.03
51 H 3.3926 -1.0014 -0.5300  0.08
52 H 2.3030 -2.2199 0.1635  0.07
53 H 3.4869 -2.6753 -1.0699  0.07
54 H 1.0739 -0.8367 -1.4708  0.11
55 H 1.1920 -2.4789 -2.0734  0.12
56 H 3.6473 -2.8116 -6.1320  0.10
57 H 5.1605 -2.3203 -5.3244  0.10
58 H 4.4590 -1.3014 -6.5990  0.09
59 C 1.0861 6.0689 -1.6001  -0.06
60 C 1.6559 4.9941 -0.7001  -0.21
61 O 1.3693 5.2467 0.6862  0.04
62 C 0.1328 4.9528 1.0770  -0.61
63 O -0.7374 4.4852 0.3860  0.11
64 O 0.0159 5.2666 2.3660  0.01
65 C -1.2991 5.0770 2.8923  -0.03
66 H 1.4331 7.0531 -1.2833  0.08
67 H 1.3986 5.9004 -2.6306  0.08
68 H -0.0025 6.0717 -1.5669  0.07
69 H 2.7420 4.9817 -0.7659  0.12
70 H 1.2922 4.0046 -0.9770  0.12
71 H -1.6570 4.0679 2.6989  0.09
72 H -1.9817 5.8079 2.4589  0.09
73 H -1.2453 5.2318 3.9670  0.09
74 C -5.9645 10.2725 2.9753  -0.06
75 C -5.2906 10.6527 1.6747  -0.21
76 O -4.2419 9.7350 1.3274  0.03
77 C -4.6463 8.5759 0.8096  -0.61
78 O -5.7841 8.2547 0.5860  0.12
79 O -3.5659 7.8306 0.5759  0.00
80 C -3.8450 6.5187 0.0777  -0.04
81 H -5.2257 10.1743 3.7719  0.08
82 H -6.6892 11.0349 3.2606  0.08
83 H -6.4850 9.3205 2.8822  0.07
84 H -4.8000 11.6194 1.7707  0.12
85 H -6.0068 10.7205 0.8563  0.12
86 H -4.4802 6.5570 -0.8043  0.10
87 H -4.3173 5.9184 0.8545  0.10
88 H -2.8917 6.0680 -0.1856  0.08
89 C 4.2232 2.0450 -3.1529  -0.04
90 C 4.1758 1.7039 -4.6265  -0.21
91 O 4.0367 2.8893 -5.4341  0.04
92 C 5.1398 3.6136 -5.5949  -0.61
93 O 6.2319 3.3594 -5.1571  0.12
94 O 4.8306 4.6796 -6.3375  0.00
95 C 5.9145 5.5887 -6.5416  -0.04
96 H 3.3509 2.6396 -2.8750  0.08
97 H 4.2314 1.1321 -2.5583  0.07
98 H 5.1135 2.6258 -2.9125  0.08
99 H 3.2996 1.1025 -4.8342  0.09
100 H 5.0530 1.1368 -4.9352  0.13
101 H 6.7850 5.0739 -6.9416  0.09
102 H 6.1728 6.0839 -5.6068  0.10
103 H 5.5633 6.3251 -7.2584  0.09
104 C 0.5149 0.3633 -6.4960  -0.05
105 C 0.4502 1.8034 -6.0225  -0.20
106 O -0.9106 2.2232 -5.8319  0.04
107 C -1.4852 1.7937 -4.7113  -0.61
108 O -0.9672 1.1268 -3.8527  0.12
109 O -2.7411 2.2441 -4.6910  0.01
110 C -3.5021 1.8126 -3.5612  -0.04
111 H -0.0936 0.2393 -7.3930  0.08
112 H 1.5409 0.0731 -6.7243  0.07
113 H 0.1299 -0.3184 -5.7382  0.08
114 H 0.8642 2.4638 -6.7814  0.13
115 H 1.0180 1.9581 -5.1054  0.11
116 H -2.9880 2.0488 -2.6320  0.09
117 H -3.6910 0.7416 -3.6203  0.10
118 H -4.4442 2.3510 -3.6053  0.09
119 C -1.8485 6.2122 10.0115  -0.07
120 C -3.0057 6.4060 9.0558  -0.21
121 O -2.8249 7.5629 8.2237  0.04
122 C -1.9782 7.4101 7.2085  -0.61
123 O -1.3861 6.4012 6.9213  0.12
124 O -1.8957 8.5710 6.5590  0.01
125 C -0.9544 8.5732 5.4830  -0.03
126 H -1.6848 7.1171 10.5979  0.08
127 H -2.0563 5.3858 10.6909  0.08
128 H -0.9284 5.9916 9.4724  0.07
129 H -3.9247 6.5954 9.6069  0.12
130 H -3.1638 5.5256 8.4335  0.12
131 H -1.1450 7.7522 4.7957  0.08
132 H 0.0604 8.5050 5.8715  0.10
133 H -1.0715 9.5168 4.9587  0.09
134 C 0.0307 -8.8213 -1.9931  -0.06
135 C 0.6562 -8.3351 -3.2835  -0.20
136 O 1.7441 -9.1758 -3.6998  0.04
137 C 1.3918 -10.3225 -4.2740  -0.61
138 O 0.2689 -10.6938 -4.4987  0.12
139 O 2.5055 -10.9947 -4.5729  0.00
140 C 2.2782 -12.2841 -5.1451  -0.04
141 H 0.7861 -8.9269 -1.2220  0.06
142 H -0.7269 -8.1160 -1.6499  0.07
143 H -0.4431 -9.7928 -2.1326  0.08
144 H 1.0974 -7.3497 -3.1429  0.12
145 H -0.0772 -8.2588 -4.0864  0.12
146 H 1.6197 -12.2172 -6.0081  0.09
147 H 1.8507 -12.9565 -4.4029  0.10
148 H 3.2507 -12.6553 -5.4548  0.09

---

4.
The following is a DFT calculation (ωB97M-V/def2-TZVPD) of the ion C4H8Cl2N with charge +1 at a distorted geometry.

The gap between HOMO and LUMO (spin up / spin down) is 8.46 / 8.01 eV. The value obtained for the HOMO energy (spin up / spin down) is -12.9 / -12.8 eV. The charge is +1. Its total energy is -30802.521 eV. The calculation puts the relative energy (zero: lowest compared OMol25 entry of this formula, charge and spin) at 47.67 kcal per mole.

Each line ends with the natural charge from an NBO analysis.
Geometry (Å):
1 C 0.1898 0.6372 -1.8256  -0.54
2 C 1.4885 0.2274 -1.2505  -0.14
3 C -0.6286 0.8235 -0.5414  0.04
4 C -0.8769 -0.2889 0.3676  -0.34
5 N 0.0107 -0.2802 1.5513  -0.70
6 Cl 1.8581 -1.4418 -0.9016  0.03
7 Cl -0.4969 2.3840 0.2358  0.03
8 H 0.1987 1.4623 -2.4774  0.27
9 H -0.2508 -0.0823 -2.3669  0.25
10 H 1.8944 0.9927 -0.4895  0.20
11 H -0.6662 -1.1980 -0.2653  0.27
12 H -1.8999 -0.2869 0.7822  0.26
13 H 0.4351 -1.2265 1.7362  0.46
14 H -0.4117 0.0759 2.3681  0.45
15 H 0.8585 0.2775 1.1833  0.47